Record 1
Formula: C27H37As3Cl3N2OTc
Source: OMol25
Level of theory: ωB97M-V/def2-TZVPD

```
74
Properties=species:S:1:pos:R:3:forces:R:3
Tc -1.399510 -0.250847 -0.134457 -1.216 0.051 -1.627
C -3.017346 3.141419 2.043941 -0.003 0.034 0.012
C -3.780145 2.537673 3.035343 -0.027 0.009 0.026
C -3.806790 1.155431 3.118829 -0.067 -0.030 0.083
C -3.082848 0.403259 2.212191 0.049 -0.078 -0.052
N -2.358973 0.997087 1.234561 -0.058 -0.064 -0.024
C -2.322490 2.340286 1.166321 0.003 -0.043 0.001
C -3.007014 -1.069745 2.221453 0.078 0.162 -0.104
C -3.613869 -1.890384 3.148636 -0.084 -0.062 0.086
C -3.458303 -3.266589 3.039261 -0.029 -0.006 0.044
C -2.710334 -3.789466 1.995198 -0.054 -0.016 -0.013
C -2.138453 -2.918438 1.091150 0.018 0.033 0.018
N -2.270851 -1.587493 1.211868 0.602 -0.133 -0.025
H -2.962381 4.216976 1.950509 0.005 -0.004 -0.003
H -4.343195 3.137485 3.738759 0.003 -0.008 -0.011
H -4.390617 0.666377 3.885695 0.004 0.030 -0.002
H -1.703866 2.767766 0.387332 -0.004 -0.018 -0.021
H -4.203010 -1.472874 3.952581 -0.004 -0.015 -0.012
H -3.925431 -3.923604 3.761466 0.006 0.012 -0.002
H -2.580734 -4.855979 1.873998 0.006 0.019 -0.004
H -1.566754 -3.274978 0.243469 0.004 0.046 0.000
Cl -5.187716 -0.272658 -6.367257 -0.277 0.088 -0.401
C -4.306176 -0.615324 -4.987507 0.458 0.207 0.711
C -3.940842 0.458902 -4.128195 -0.368 -0.229 -0.920
C -3.244192 0.161985 -3.008645 0.375 -0.803 0.449
Cl -2.729648 1.398265 -1.899391 0.167 -0.543 0.268
C -2.866773 -1.180478 -2.661131 -0.754 0.435 -1.495
O -2.243465 -1.430176 -1.587446 0.806 0.343 2.119
C -3.233668 -2.233163 -3.579277 0.259 0.572 0.651
Cl -2.763966 -3.819323 -3.204161 0.059 -0.172 0.046
C -3.943434 -1.947779 -4.709346 -0.214 0.399 -0.255
H -4.221930 1.474337 -4.375421 -0.055 -0.059 -0.038
H -4.229783 -2.740113 -5.388918 -0.011 0.053 -0.013
C 1.483652 -1.395375 1.941681 -0.090 -0.074 -0.093
As 0.478127 0.200237 1.501418 0.387 0.027 0.164
C -0.057787 0.759367 3.273439 -0.146 -0.036 -0.008
C 1.730741 1.632701 1.089628 -0.065 -0.022 -0.124
C 2.604402 1.586720 -0.172839 0.034 -0.099 0.004
C 3.400634 2.898908 -0.197276 0.001 0.046 -0.017
C 1.754674 1.579796 -1.452288 -0.112 0.060 0.167
As 0.555092 0.094187 -1.835820 0.547 -0.028 0.112
C 0.057862 0.553776 -3.650912 -0.382 -0.012 0.049
C 1.594773 -1.500396 -2.188444 -0.160 -0.157 0.110
C 3.575088 0.394588 -0.155674 -0.113 0.159 0.022
As 4.841900 0.322547 1.381012 0.032 -0.043 -0.026
C 5.477580 -1.473803 0.951201 -0.005 -0.061 0.026
C 6.348840 1.276455 0.591990 0.028 0.056 0.031
H 1.717887 -1.993474 1.064771 0.026 0.001 -0.001
H 0.883463 -1.990760 2.629282 0.005 0.002 0.006
H 2.404320 -1.083812 2.434013 0.035 -0.004 0.020
H 0.852189 0.832212 3.867211 0.025 0.001 0.017
H -0.717632 0.022793 3.729348 0.027 -0.011 -0.006
H -0.547809 1.730597 3.248355 0.020 0.015 0.003
H 2.374451 1.662617 1.969975 0.051 0.029 0.058
H 1.121640 2.542432 1.102028 0.012 0.016 -0.021
H 2.745496 3.761093 -0.340502 0.012 -0.011 0.019
H 4.133346 2.888748 -1.006212 -0.013 0.007 0.015
H 3.935866 3.040675 0.742457 0.020 -0.001 -0.009
H 2.409497 1.640981 -2.324456 0.007 -0.051 -0.047
H 1.103118 2.459771 -1.482663 0.015 0.022 -0.017
H 0.982004 0.550631 -4.226323 0.083 -0.035 0.027
H -0.391724 1.542533 -3.696062 0.009 0.011 0.011
H -0.619050 -0.184131 -4.078483 -0.002 0.000 0.007
H 2.498930 -1.202723 -2.715425 0.036 0.038 -0.003
H 0.998276 -2.152270 -2.825911 -0.012 0.007 -0.004
H 1.859885 -2.035401 -1.282313 0.027 -0.003 0.021
H 4.158364 0.377813 -1.081017 -0.014 0.020 -0.004
H 3.026839 -0.546689 -0.106323 -0.055 -0.085 -0.031
H 4.710055 -2.219178 1.162168 0.017 -0.003 0.014
H 6.341889 -1.690380 1.576872 -0.010 -0.029 0.002
H 5.776734 -1.544013 -0.094821 -0.004 0.010 0.006
H 6.242653 2.351493 0.714389 0.033 0.008 0.000
H 6.464587 1.032908 -0.464093 -0.010 -0.020 0.012
H 7.243645 0.957961 1.125201 0.021 0.038 -0.001
```
Positions in Å, forces in eV/Å.

Its multiplicity is 2. The highest occupied orbital energy (spin up / spin down) is -15.3 / -15.3 eV. Its total charge is +3. The electronic energy is -9403.52485 Ha.

***

Record 2
Formula: C27H37AuN6Si2
Source: OMol25
Level of theory: ωB97M-V/def2-TZVPD

```
73
Properties=species:S:1:pos:R:3:forces:R:3
Au -0.702570 0.061814 -0.569878 1.283 0.119 -0.664
C 1.747713 -1.755476 -3.115850 0.039 0.099 0.198
Si 2.130312 0.002155 -2.595010 -0.078 -0.194 -0.458
C 1.117514 1.175812 -3.652461 0.046 -0.017 0.182
C 3.963980 0.302358 -2.852656 -0.203 0.058 0.209
C 1.702579 0.400973 -0.746016 -1.552 -0.363 0.049
C 1.330747 1.831775 -0.688229 0.969 0.517 -0.162
C 2.206255 2.913452 -0.769029 -0.014 -0.076 0.021
C 1.680718 4.187834 -0.763630 -0.050 -0.053 -0.012
C 0.297391 4.358449 -0.649173 0.102 -0.097 0.027
C -0.502756 3.244329 -0.571002 -0.166 0.236 0.079
N 0.026870 2.011337 -0.603930 -0.633 -0.657 -0.112
Si 2.656595 -0.078946 0.863717 0.155 -0.191 0.520
C 2.303457 -1.814865 1.481446 0.036 0.125 -0.181
C 4.497956 0.015835 0.517973 -0.251 0.053 -0.172
C 2.209366 1.175261 2.184605 -0.019 -0.012 -0.200
H 2.089510 -1.866956 -4.147353 0.026 0.019 -0.006
H 0.681023 -1.980988 -3.099033 -0.009 0.021 -0.037
H 2.270712 -2.502909 -2.516160 0.031 -0.012 -0.071
H 1.247837 0.925847 -4.706873 0.028 -0.034 0.003
H 1.421901 2.216693 -3.525615 0.004 0.002 -0.018
H 0.050034 1.108475 -3.428830 -0.008 -0.031 -0.035
H 4.166802 0.191627 -3.920114 -0.021 0.007 -0.021
H 4.575086 -0.424843 -2.319028 0.008 0.009 -0.045
H 4.285969 1.302441 -2.559168 0.022 -0.003 -0.020
H 3.268400 2.723590 -0.855151 -0.003 0.091 0.023
H 2.331076 5.047083 -0.859453 -0.008 0.013 0.055
H -0.145500 5.342930 -0.621060 -0.024 -0.007 -0.033
H -1.575289 3.332677 -0.483826 0.031 -0.027 0.059
H 2.616661 -2.575312 0.762853 0.049 -0.030 0.089
H 1.260594 -1.984972 1.742604 0.000 0.007 0.029
H 2.899543 -1.960931 2.385036 0.027 0.035 0.004
H 4.831402 -0.780752 -0.147525 0.020 0.001 0.036
H 5.014073 -0.108083 1.472617 -0.006 0.014 0.025
H 4.810021 0.970227 0.091605 0.037 -0.011 0.018
H 1.140351 1.387669 2.221206 -0.030 -0.042 0.036
H 2.729963 2.122052 2.026103 0.013 -0.013 0.008
H 2.506284 0.801316 3.166315 0.021 -0.036 -0.012
N -3.364285 -2.086679 -0.709706 -0.041 0.007 0.100
C -3.794705 -0.778801 -0.851789 -0.133 0.082 -0.048
C -5.171828 -0.547923 -0.737026 -0.039 0.001 -0.028
C -5.655119 0.724668 -0.917494 0.020 -0.061 0.005
C -4.764695 1.749378 -1.234651 0.090 0.051 -0.017
C -3.432421 1.438345 -1.322554 -0.131 0.073 -0.077
N -2.942965 0.201050 -1.119147 0.471 0.002 0.323
C -2.137112 -2.703918 -0.722637 -0.012 0.025 -0.007
C -2.152631 -4.108097 -0.757195 0.013 -0.005 -0.027
C -0.977799 -4.810758 -0.731656 0.021 0.002 0.017
C 0.226694 -4.111296 -0.655628 -0.005 0.061 0.000
C 0.178231 -2.746486 -0.638010 -0.088 -0.243 0.012
N -0.977612 -2.036053 -0.674333 0.354 0.509 0.010
H -4.127850 -2.742417 -0.659729 0.015 -0.006 0.038
H -5.838904 -1.368687 -0.507981 0.002 0.002 0.001
H -6.713777 0.924132 -0.823427 -0.006 -0.017 -0.004
H -5.101737 2.761099 -1.404965 -0.001 -0.007 -0.029
H -2.704813 2.188833 -1.592622 -0.020 -0.033 -0.042
H -3.103575 -4.620800 -0.812113 -0.003 0.008 -0.014
H -0.984132 -5.891475 -0.773274 -0.041 -0.003 0.025
H 1.178040 -4.620978 -0.617031 0.010 0.014 -0.013
H 1.075231 -2.160471 -0.585102 -0.057 0.010 -0.074
N -1.445883 0.513277 5.949015 -0.036 0.000 -0.030
C -1.410524 0.376820 4.610876 0.026 -0.008 -0.098
C -1.565093 1.480927 3.752772 0.012 0.115 0.031
C -1.468459 1.299193 2.396478 -0.052 -0.271 0.092
N -1.236904 0.112323 1.814201 -0.232 0.069 0.247
C -1.128542 -0.945158 2.628406 -0.064 0.126 0.027
C -1.211132 -0.872395 3.997173 0.025 -0.065 0.061
H -1.594884 1.412104 6.370903 -0.018 -0.023 0.040
H -1.366516 -0.284017 6.554039 0.000 0.019 0.023
H -1.752275 2.467778 4.155861 0.008 -0.002 -0.006
H -1.584717 2.142364 1.726152 0.012 0.072 0.042
H -0.970032 -1.904727 2.147451 -0.003 -0.026 0.018
H -1.119845 -1.770111 4.594680 0.026 0.002 -0.007
```
Positions in Å, forces in eV/Å.

The highest occupied orbital energy is -13.7 eV. The energy above the lowest of the compared OMol25 structures with the same formula, charge and spin comes out at 1.215 eV. Its total charge is +2. The electronic energy is -2093.84063 Ha.